The ion C4H7N2 with charge +1, computed with wB97M-V/def2-TZVPD.

Results
Orbital gap ... 9.539 eV
E_LUMO ... -0.1999 hartree
Energy above the lowest of the compared OMol25 structures with the same formula, charge and spin ... 4.673 eV
Structure (SMILES) ... [H]/N=C/C(=[NH2+])C=C
Maximum force ... 0.0971 Eh/bohr

Structure (ORCA input):
```
! RIJCOSX wB97M-V def2-TZVPD def2/J DEFGRID3
* xyz 1 1
C 1.37 0.78 -0.09
C -2.37 0.53 0.50
C -1.21 -0.17 0.26
C 0.42 -0.33 -0.25
N 2.45 0.68 0.60
N 0.82 -1.39 -0.78
H 1.02 1.71 -0.72
H -3.20 -0.11 0.81
H -2.72 1.59 0.30
H -1.51 -1.22 0.43
H 2.95 1.55 0.84
H 1.86 -1.60 -1.05
H 0.12 -2.02 -0.85
*
```

A structure of composition C5H9N2, computed with wB97M-V/def2-TZVPD.

Results
Orbital gap ... 8.448 eV
E_LUMO ... -0.1786 hartree
Energy above the lowest of the compared OMol25 structures with the same formula, charge and spin ... 4.626 eV
Maximum force ... 0.1357 Eh/bohr

Structure (ORCA input):
```
! RIJCOSX wB97M-V def2-TZVPD def2/J DEFGRID3
* xyz 1 1
C -0.47 -0.84 -0.57
C -1.56 -1.07 0.25
C 1.28 0.35 0.48
C -0.19 0.52 -0.90
C -2.15 0.12 0.49
N -1.20 1.25 -0.35
N 2.31 -0.46 0.27
H 0.26 -1.62 -0.83
H -1.86 -2.06 0.70
H 1.49 1.51 0.29
H 0.63 0.15 1.28
H 0.28 1.11 -1.72
H -3.00 0.43 0.95
H -1.15 2.19 -0.10
H 3.05 -0.13 -0.31
H 2.27 -1.43 0.08
*
```